No. 1
Molecular formula: C35H42ClIrN4O10P2Se
Method: DFT, ωB97M-V/def2-TZVPD

```
! RIJCOSX wB97M-V def2-TZVPD def2/J DEFGRID3
* xyz 1 2
H -1.73 -0.29 5.94
O 1.24 -1.82 -5.50
C -2.76 -1.02 0.01
C -3.92 -1.21 0.78
H 0.65 -3.86 6.09
C 1.44 2.03 -3.32
O 0.76 3.45 -1.29
H -3.15 3.31 1.18
H 1.39 5.02 -0.18
H 3.90 -1.83 1.41
C -2.99 0.29 -4.01
O 0.34 -1.01 -3.22
H 3.23 0.70 1.28
H 3.84 -2.84 -4.94
O 4.47 -1.17 -1.16
C 0.04 0.06 2.20
N 0.14 1.83 -2.75
C -0.47 -0.71 4.23
C -1.53 1.48 3.55
C -0.29 2.83 -1.81
H 3.48 0.34 4.33
P 2.99 -1.23 -1.71
Ir 0.09 -0.08 -1.38
H 1.59 -3.41 3.84
H -2.85 -3.65 2.83
C -2.94 0.63 -5.36
H -1.74 1.45 -6.93
C -2.84 -0.13 -1.12
O -0.46 -1.73 -0.41
H 2.06 0.98 3.50
C 0.49 2.10 -5.53
H 1.65 -2.62 1.36
C 1.82 -1.56 1.53
H 1.12 -4.06 -4.12
C -3.28 3.68 2.20
P 1.28 -1.88 -4.03
C 0.88 -2.73 4.29
H -1.51 1.66 4.63
H -3.79 2.95 4.17
C 3.61 0.17 2.17
C -0.91 1.41 -3.66
H -0.98 -2.33 7.11
C 0.34 -2.97 5.55
C 0.43 4.57 -0.43
C 1.58 2.18 -4.66
O 2.23 -0.01 -1.27
H 0.61 2.26 -6.59
H -0.08 4.22 0.45
H 2.24 2.12 -2.61
H -4.81 2.35 2.89
N -1.83 0.18 -1.84
O 3.37 -0.25 -4.09
C -3.78 2.59 3.14
C -1.83 1.27 -5.87
H 4.98 -0.40 -1.44
H -2.91 0.97 2.01
H -3.74 0.32 -6.02
O -1.44 3.07 -1.58
H 2.00 -3.15 -1.70
N -0.69 0.31 3.31
N 0.76 -1.06 2.40
H 1.70 -1.06 0.57
H 3.88 -3.49 -3.29
H 3.33 -1.77 3.07
H -1.06 2.34 3.07
C -0.77 1.64 -5.03
O 2.45 -2.55 -1.08
H -2.32 4.09 2.53
H 4.70 0.24 2.12
C -2.82 -2.92 2.04
C 3.15 0.88 3.44
C -0.58 -2.10 6.13
C -1.98 0.69 -3.16
O 1.11 -3.38 -3.43
H -3.82 0.22 -1.43
C 3.01 -1.49 -3.50
H 5.01 -2.22 -3.77
C -3.94 -2.11 1.80
C 0.45 -1.58 3.65
Se 0.05 1.20 0.72
H -0.19 5.27 -0.97
H 2.92 -0.20 -4.95
H -3.79 -0.35 -3.63
H -4.80 -0.61 0.57
C -1.01 -0.95 5.48
C -1.60 -1.80 0.25
C 4.00 -2.59 -3.89
C -2.96 1.30 3.05
C 3.22 -1.30 2.08
H 2.57 2.37 -5.05
H -0.83 -3.40 1.44
H 3.56 1.89 3.49
C -1.69 -2.77 1.27
H -3.44 0.50 3.62
H -3.98 4.52 2.16
Cl -5.35 -2.28 2.80
*
```

The expectation value of S² is 0.79. The value obtained for the lowest unoccupied orbital energy (spin up / spin down) is -0.1077 / -0.1160 hartree. Its highest occupied orbital energy (spin up / spin down) is -9.5 / -10.3 eV.

Löwdin population analysis, charges in e, atoms 1 to 4: atom 1 (H): 0.12, atom 2 (O): -0.24, atom 3 (C): -0.15, atom 4 (C): -0.07

***

No. 2
Molecular formula: C16H16ClIrO2
Method: DFT, ωB97M-V/def2-TZVPD

```
! RIJCOSX wB97M-V def2-TZVPD def2/J DEFGRID3
* xyz 3 2
C -1.55 -0.65 -1.82
H 1.42 2.59 1.37
H 0.60 1.13 1.94
H -0.10 2.11 0.62
H 2.02 -0.75 1.30
C 3.00 -0.98 -0.62
C 1.69 1.43 -1.31
H -5.93 -0.62 -0.29
H 2.56 0.57 -4.43
C -3.87 -0.60 -0.93
H 3.35 -3.04 -1.09
H 4.71 -2.16 -0.41
C -5.72 -1.07 -2.42
C -3.01 -0.78 -2.03
C 2.21 -0.28 0.34
O -1.03 -0.30 -0.70
H 1.96 2.16 -3.87
C 0.82 1.73 1.06
H -2.78 -1.23 -4.14
C 2.66 1.35 -3.67
Cl -7.33 -1.24 -2.66
C 2.52 0.79 -2.31
H 3.38 -2.67 0.66
Ir 0.89 -0.53 -1.42
C 3.08 -0.45 -1.94
C -3.48 -1.10 -3.32
O -0.70 -0.92 -2.74
H 1.11 2.30 -1.59
C -5.22 -0.74 -1.11
H 3.68 1.75 -3.76
C -4.83 -1.24 -3.53
H -3.46 -0.36 0.04
H -5.23 -1.49 -4.50
C 1.63 0.98 0.06
C 3.62 -2.29 -0.33
H 3.61 -1.03 -2.69
*
```

The expectation value of S² is 0.78. The value obtained for the lowest unoccupied orbital energy (spin up / spin down) is -0.4605 / -0.5294 hartree. Its highest occupied orbital energy (spin up / spin down) is -19.1 / -19.0 eV.

Löwdin population analysis, charges in e, atoms 1 to 4: atom 1 (C): -0.51, atom 2 (H): 0.14, atom 3 (H): 0.12, atom 4 (H): 0.11

***

No. 3
Molecular formula: C33H34GeIrN4OS
Method: DFT, ωB97M-V/def2-TZVPD

```
! RIJCOSX wB97M-V def2-TZVPD def2/J DEFGRID3
* xyz 3 1
C 0.74 4.51 -1.51
N 0.58 -0.45 2.53
H 1.93 -1.96 -1.07
H 1.39 -4.12 1.42
H 3.10 -2.74 -3.56
C 0.15 -4.87 3.03
H 0.11 -3.04 5.40
H -1.42 1.02 -4.28
H -1.80 1.98 -0.08
H 0.61 0.92 4.53
C 1.37 5.65 -1.04
C -0.73 -3.16 -4.18
C 1.13 -2.20 -2.93
C 0.08 1.87 2.68
N -1.08 -1.67 -2.28
H 2.93 6.43 0.20
C 1.32 -4.04 2.50
H -0.82 5.12 2.36
C 2.92 4.28 0.22
H 2.26 -4.40 2.91
H -4.25 1.74 -0.26
H -0.11 4.62 -2.17
C -4.19 1.27 -2.35
H 0.27 2.96 5.89
C 1.73 -2.22 4.20
H 0.26 -5.89 2.67
C 0.28 0.65 1.91
H -0.13 -4.43 -5.81
H 0.13 -4.89 4.12
H 2.67 2.17 0.07
H -0.12 -1.35 4.93
N 1.47 -1.37 -1.76
C 2.45 5.53 -0.17
C -0.31 3.07 2.07
H -4.02 -2.67 -3.49
C 2.04 -2.84 -3.72
Ge 0.44 1.81 -2.07
C 0.10 2.98 4.82
H -2.56 -3.89 -5.08
H 2.45 -2.99 4.49
C -2.25 1.71 -1.03
C 0.29 1.84 4.06
H -3.88 0.85 -4.44
C -3.62 1.58 -1.13
S -0.09 -2.28 0.59
N 1.23 -2.61 2.86
C 0.22 -3.80 -5.00
H 2.28 -4.14 -5.42
H -5.27 1.19 -2.44
C -2.38 -1.80 -2.42
C -0.25 -2.35 -3.14
C -0.30 4.16 4.20
C 1.56 -3.64 -4.78
C -1.44 1.54 -2.18
C -2.95 -2.60 -3.42
H -3.00 -1.25 -1.72
C -3.41 1.07 -3.49
H -0.81 -4.48 2.68
C -2.03 1.17 -3.40
C 1.24 3.26 -1.14
C 2.31 3.14 -0.25
O 0.18 0.77 0.59
C -0.51 4.20 2.83
C 0.62 -2.10 5.23
H -0.45 5.05 4.80
H 1.21 1.44 -3.35
C 0.66 -1.71 2.10
H 2.13 -0.64 -2.02
H 3.76 4.20 0.90
H 2.27 -1.28 4.10
H 1.06 -1.78 6.18
H 1.01 6.62 -1.34
H -0.46 3.11 1.00
C -2.14 -3.27 -4.30
Ir -0.16 -0.54 -0.85
*
```

The value obtained for the lowest unoccupied orbital energy is -0.4170 hartree. Its highest occupied orbital energy is -16.4 eV.

Löwdin population analysis, charges in e, atoms 1 to 4: atom 1 (C): -0.10, atom 2 (N): 0.14, atom 3 (H): 0.10, atom 4 (H): 0.08

***

No. 4
Molecular formula: C2H8O3
Method: DFT, ωB97M-V/def2-TZVPD

```
! RIJCOSX wB97M-V def2-TZVPD def2/J DEFGRID3
* xyz 0 1
H 2.37 -0.18 1.04
C 0.57 -1.15 0.67
H -0.71 -0.46 -1.40
O -1.17 0.18 -1.96
C 1.45 0.06 0.50
H -0.97 -0.06 -2.87
H -1.43 0.51 1.13
H -1.64 1.54 0.06
H 1.01 0.94 0.96
H 1.60 0.37 -0.53
H 1.08 -2.06 0.29
O -1.62 1.45 1.01
O -0.56 -1.13 1.09
*
```

As for the SMILES: CC=O.O.O. The value obtained for the lowest unoccupied orbital energy is 0.0170 hartree. Its highest occupied orbital energy is -10.5 eV.

natural (NBO) population analysis, charges in e, atoms 1 to 4: atom 1 (H): 0.23, atom 2 (C): 0.45, atom 3 (H): 0.47, atom 4 (O): -0.94

***

No. 5
Molecular formula: C28H18Cl3IrN5O3
Method: DFT, ωB97M-V/def2-TZVPD

```
! RIJCOSX wB97M-V def2-TZVPD def2/J DEFGRID3
* xyz 0 2
C 1.43 0.48 -4.64
C -4.30 1.91 -1.96
O 0.34 -1.54 4.09
H -0.52 -0.28 -5.18
H -0.14 -2.27 -0.99
C -3.66 0.74 -1.50
O 3.78 1.22 -1.22
H 1.34 3.04 -0.36
H -5.34 1.85 -2.25
C 2.99 -0.16 1.15
C -0.19 4.32 -1.22
C 5.05 -0.48 2.33
C -1.67 2.01 -1.16
C 0.18 -0.07 -4.38
C -3.58 -0.13 3.69
C 2.28 -0.54 2.27
C 0.33 3.11 -0.73
Cl -4.44 4.50 -2.66
N -0.39 2.01 -0.70
C 2.70 0.66 -1.09
C 4.34 -0.83 3.47
C -2.71 1.04 1.80
C -3.76 0.78 2.65
H 4.86 -1.08 4.38
C 2.29 0.73 -3.58
C -1.34 -0.38 2.94
H -1.13 -0.77 -2.81
H 6.13 -0.46 2.35
H -2.82 1.77 1.01
C -0.18 -0.34 -3.07
H 2.40 -1.17 4.32
C -3.63 3.09 -2.05
H -1.92 5.27 -2.03
C 0.04 -0.91 3.09
H 1.27 -2.42 0.14
C 0.25 -2.09 0.01
N 0.87 -0.49 2.10
N -1.51 0.45 1.93
C -2.34 -0.70 3.85
H 0.43 5.20 -1.24
H -4.39 -0.36 4.36
C 1.85 0.42 -2.31
H -2.10 -1.40 4.64
C 2.95 -0.87 3.45
C -2.34 0.74 -1.10
C 4.38 -0.14 1.16
N 0.66 -0.10 -2.06
H 4.93 0.14 0.28
Ir 0.17 -0.08 0.22
C -1.49 4.35 -1.66
H -4.71 1.29 2.50
O -1.70 -0.33 -0.69
C -2.28 3.18 -1.64
Cl -0.77 -3.06 1.11
H 3.27 1.15 -3.71
H 1.73 0.71 -5.65
Cl -4.57 -0.72 -1.38
N 2.15 0.13 0.03
*
```

The expectation value of S² is 0.75. The value obtained for the lowest unoccupied orbital energy (spin up / spin down) is -0.0300 / -0.0351 hartree. Its highest occupied orbital energy (spin up / spin down) is -7.3 / -7.3 eV.

natural (NBO) population analysis, charges in e, atoms 1 to 4: atom 1 (C): -0.14, atom 2 (C): -0.21, atom 3 (O): -0.61, atom 4 (H): 0.23

***

No. 6
Molecular formula: C22H76O16
Method: DFT, ωB97M-V/def2-TZVPD

```
! RIJCOSX wB97M-V def2-TZVPD def2/J DEFGRID3
* xyz 0 1
H 2.20 -4.10 -0.75
C -0.61 4.18 2.99
H -4.44 -2.28 1.47
H -0.59 1.39 1.17
H -0.95 0.42 -5.01
H -0.84 -3.60 1.74
H 0.71 4.29 5.96
H 4.03 -3.80 -3.19
H 3.89 -0.23 -5.15
H -0.20 -5.02 1.09
C -2.56 0.45 3.97
H -0.12 -1.35 0.72
O 0.76 4.52 5.02
C -1.03 -5.30 3.06
H -2.59 0.44 2.88
H -3.09 0.88 -3.36
O -3.17 -0.69 4.55
H -0.63 -6.31 3.17
C -0.28 -4.49 2.04
H -3.40 -1.46 0.33
H -4.12 -0.65 4.40
C -4.18 3.62 -4.57
O -3.66 1.65 -3.38
H -2.68 -2.17 1.72
O -2.03 -0.51 -3.48
H -5.16 4.03 0.78
C -3.04 2.62 -4.23
H -4.54 1.49 1.61
O 5.50 -0.65 -0.57
C 2.43 -4.37 -1.78
H -3.03 1.82 0.76
O 5.26 -2.34 1.74
H 2.22 2.69 1.18
H -0.81 -1.30 -5.03
H -0.67 -3.42 -3.44
H -0.38 2.91 4.81
H -0.18 3.46 2.29
H -0.37 -4.04 -1.75
H -2.21 -3.00 -1.11
O 3.28 1.58 -6.07
C 3.76 0.83 -4.96
H 6.25 -0.23 -1.00
H -2.99 1.37 4.35
O -0.28 0.58 1.59
H 3.74 0.14 0.33
C 3.74 -3.59 -2.16
O -3.23 -3.54 0.26
C -0.47 3.95 4.50
H -4.57 1.88 -0.09
H 1.19 -0.66 5.21
H 1.63 -4.10 -2.46
H -1.76 -4.59 -2.72
H 0.53 2.60 -1.47
H 2.40 2.77 2.93
H -2.60 2.11 -5.09
H 3.30 -2.22 1.70
H -3.45 5.14 -0.10
H -2.04 -5.44 2.68
H -3.88 4.38 -5.30
O -1.91 -2.72 -1.97
H 3.01 0.88 -4.17
H 5.04 1.22 -0.12
H -1.38 4.29 4.99
H 1.26 -0.39 -4.37
H 4.59 -3.78 -1.50
C -0.86 -0.45 -4.36
O 3.94 3.57 1.78
O 0.89 -1.51 3.31
H -1.68 4.16 2.76
H -1.98 -1.35 -3.00
H -0.92 0.00 -0.21
H 1.97 4.22 1.99
H 3.88 -3.48 2.83
H -1.50 0.37 4.22
H -2.21 3.16 -3.77
H -3.96 3.93 2.05
H 0.54 0.15 -2.76
C -4.07 2.12 0.85
O -0.82 2.77 -0.03
H 5.28 -1.82 0.93
C -0.48 3.00 -1.35
H 4.07 0.60 -1.41
C -3.46 -2.33 0.98
H 0.61 -1.51 -3.29
H 0.89 -3.17 2.70
H -1.08 -4.83 4.04
H 0.18 -0.98 2.93
C 4.02 -3.03 1.85
H -1.68 3.18 0.10
H -4.54 4.14 -3.68
C 4.49 0.33 -0.44
C 0.46 -0.49 -3.64
H 3.22 2.49 -5.77
H -0.53 4.04 -1.66
O 0.99 -4.10 2.51
H 0.86 -0.06 0.09
H 3.85 -3.90 1.22
H 1.56 0.40 3.83
C 2.57 3.31 2.00
H -1.12 2.37 -1.97
H 2.67 -0.89 4.17
O -3.24 4.24 0.14
C 1.61 -0.62 4.20
O 3.55 -2.19 -1.99
C -4.17 3.64 1.02
H 4.66 1.32 -4.60
H 4.01 4.25 1.10
C -0.13 -0.28 0.48
H 2.58 -5.44 -1.84
H -5.04 3.13 -5.04
H -3.57 -4.30 0.73
H 4.42 -1.82 -1.81
C -1.11 -3.74 -2.49
H -0.23 5.14 2.65
*
```

The value obtained for the lowest unoccupied orbital energy is 0.0101 hartree. Its highest occupied orbital energy is -9.4 eV.

Löwdin population analysis, charges in e, atoms 1 to 4: atom 1 (H): 0.06, atom 2 (C): -0.07, atom 3 (H): 0.09, atom 4 (H): 0.02

***

No. 7
Molecular formula: C8H29N10O7
Method: DFT, ωB97M-V/def2-TZVPD

```
! RIJCOSX wB97M-V def2-TZVPD def2/J DEFGRID3
* xyz -1 1
H 2.77 0.94 -1.80
O -0.82 3.78 0.47
H 1.42 -0.48 -2.02
H -1.31 -3.82 -2.11
C -2.16 -4.21 -0.36
H -0.39 -1.07 -0.41
H -2.98 -3.25 -1.99
H -0.14 -3.96 -0.42
H 1.53 1.72 0.71
H 0.11 0.45 -1.27
N -2.11 -3.54 -1.57
H 1.99 -0.42 0.12
N 4.11 -2.02 1.85
H -5.32 0.22 2.18
H -2.45 4.89 0.65
O -0.44 0.67 0.70
H 4.01 -2.43 2.77
N 3.39 2.47 3.16
H 4.19 0.92 -2.92
H -1.62 0.23 -0.81
H 1.62 -1.97 -2.89
C 2.86 -1.64 1.49
H -3.25 4.41 -1.76
H 3.67 2.24 4.10
H -2.76 3.06 0.41
H -3.01 -1.82 -0.33
H -2.04 3.13 -1.80
C -2.26 4.10 -1.38
H 5.02 -1.92 1.45
N 3.29 0.61 -2.60
O 3.58 -0.91 -4.29
H -0.70 2.85 0.73
H -0.72 -4.71 1.02
C 2.21 2.06 2.61
N 2.16 2.29 1.27
C -0.58 0.01 -0.51
N -0.89 -4.40 0.08
C -2.19 3.95 0.16
O -3.20 -1.16 1.97
H -4.66 -1.27 -0.80
H 3.69 -0.87 -0.22
C -4.02 -0.96 1.09
O 1.32 1.62 3.32
N -3.85 -1.28 -0.22
C 2.95 -0.46 -3.35
N 1.88 -1.01 -2.74
O -3.23 -4.54 0.11
N 2.86 -0.90 0.34
H 4.08 2.85 2.55
H -1.73 4.98 -1.75
H 3.03 2.54 0.85
O 1.95 -1.67 2.31
N -5.19 -0.31 1.34
H -5.69 0.01 0.52
*
```

The value obtained for the lowest unoccupied orbital energy is 0.0911 hartree. Its highest occupied orbital energy is -3.3 eV.

natural (NBO) population analysis, charges in e, atoms 1 to 4: atom 1 (H): 0.41, atom 2 (O): -0.76, atom 3 (H): 0.40, atom 4 (H): 0.38

***

Which calculated total energy belongs to each record? In order, -5979.11531, -1333.12578, -4150.66876, -306.69929, -3062.26183, -2087.36798, -1396.56844 Eh.